--- w ---
The molecule C4H5NO4. Source: the OMol25 dataset; level of theory: ωB97M-V/def2-TZVPD.

## Properties
Kohn-Sham gap: 10.48 eV
M: 131.087 g/mol
Lowest unoccupied orbital energy: 0.024 Eh
Structure (SMILES): CC(=O)OC(=O)C(N)=O

```
14
C4H5NO4 | the OMol25 dataset | ωB97M-V/def2-TZVPD
C 1.711 1.640 -0.950
C 0.785 0.681 -0.269
O -0.441 0.893 -0.181
O 1.293 -0.492 0.007
C 0.165 -1.541 0.536
O 0.509 -2.545 1.012
C -1.293 -0.891 0.058
N -2.130 -0.639 1.108
O -1.634 -1.284 -1.029
H 1.205 2.587 -1.138
H 2.038 1.204 -1.897
H 2.582 1.814 -0.321
H -1.747 -0.365 2.001
H -3.043 -1.062 1.062
```



--- x ---
A cluster of 2 separate species, C4H5NO4 in total. Source: the OMol25 dataset; level of theory: ωB97M-V/def2-TZVPD.

## Properties
Kohn-Sham gap (spin up / spin down): 7.55 / 7.38 eV
M: 131.087 g/mol
Lowest unoccupied orbital energy (spin up / spin down): -0.045 / -0.051 Eh

```
14
C4H5NO4 | the OMol25 dataset | ωB97M-V/def2-TZVPD
C 1.496 -0.219 1.001
C 0.885 -1.261 0.385
C 1.339 0.891 0.066
C 0.556 0.430 -1.190
N 0.520 -0.836 -0.968
O 1.861 2.980 -0.593
O -2.613 -0.616 0.378
O 1.956 1.978 0.204
O -2.726 0.198 -0.702
H 1.632 -0.173 2.075
H 0.847 -2.351 0.589
H 0.088 -1.604 -1.599
H -2.393 1.117 -0.504
H -3.447 -0.534 0.858
```



--- y ---
A structure of composition C4H5NO4. Source: the OMol25 dataset; level of theory: ωB97M-V/def2-TZVPD.

## Properties
Kohn-Sham gap (spin up / spin down): 7.16 / 7.58 eV
M: 131.087 g/mol
Lowest unoccupied orbital energy (spin up / spin down): -0.033 / -0.031 Eh

```
14
C4H5NO4 | the OMol25 dataset | ωB97M-V/def2-TZVPD
C 0.676 -0.742 -0.304
N 0.386 -1.869 -0.993
O 1.524 -0.934 0.728
O 0.882 0.400 -1.074
H 2.109 -0.164 0.786
H 0.426 -2.728 -0.461
H -0.446 -1.781 -1.567
C -1.069 0.080 0.349
O -1.171 0.321 1.692
C 0.003 1.271 -0.479
C -0.164 2.515 -0.424
O -2.004 -0.414 -0.245
H -0.367 0.768 1.993
H -0.787 3.277 -0.002
```



Relative calculated energies, zero for the most stable structure, unit hartree: w 0.0000; x 0.3711; y 0.1571.



--- w ---
The molecule C4H4BrN. Source: the OMol25 dataset; level of theory: ωB97M-V/def2-TZVPD.

## Properties
Kohn-Sham gap (spin up / spin down): 8.48 / 7.58 eV
M: 145.987 g/mol
Lowest unoccupied orbital energy (spin up / spin down): -0.026 / -0.043 Eh
Structure (SMILES): C/C(Br)=C/C#N

```
10
C4H4BrN | the OMol25 dataset | ωB97M-V/def2-TZVPD
C 0.233 0.639 0.214
C 1.073 -0.561 0.322
Br 2.480 -0.763 1.569
C 0.497 -2.103 -0.220
C 1.387 -3.191 -0.374
N 2.159 -4.063 -0.332
H 0.285 1.128 -0.762
H -0.742 0.257 0.325
H 0.503 1.382 1.134
H -0.427 -2.011 -0.761
```



--- x ---
A cluster of 2 separate species, C4H4BrN in total. Source: the OMol25 dataset; level of theory: ωB97M-V/def2-TZVPD.

## Properties
Kohn-Sham gap (spin up / spin down): 7.65 / 7.39 eV
M: 145.987 g/mol
Lowest unoccupied orbital energy (spin up / spin down): -0.052 / -0.042 Eh

```
10
C4H4BrN | the OMol25 dataset | ωB97M-V/def2-TZVPD
C -2.595 -2.293 -0.174
C -1.327 -2.131 -0.592
C -1.152 0.253 -0.328
C -0.062 0.788 0.437
N -3.602 -1.818 0.237
Br -2.824 0.860 0.264
H -0.830 -2.796 -1.248
H 0.912 0.573 -0.013
H -0.195 1.727 0.882
H -0.014 0.306 1.333
```



--- y ---
A cluster of 2 separate species, C4H4BrN in total. Source: the OMol25 dataset; level of theory: ωB97M-V/def2-TZVPD.

## Properties
Kohn-Sham gap: 9.70 eV
M: 145.987 g/mol
Lowest unoccupied orbital energy: 0.019 Eh
Structure (SMILES): CC#CBr.C#N

```
10
C4H4BrN | the OMol25 dataset | ωB97M-V/def2-TZVPD
C 0.988 1.240 0.637
C 1.173 0.060 -0.213
C 0.949 -0.696 -1.103
Br 1.688 -2.276 -1.862
H -0.028 1.183 0.809
H 1.223 2.067 0.018
H 1.664 1.342 1.429
C -2.613 -1.015 0.140
N -1.506 -1.366 -0.131
H -3.538 -0.538 0.276
```



Relative calculated energies, zero for the most stable structure, unit hartree: w 0.0000; x 0.1436; y 0.0153.



--- w ---
A cluster of 2 separate species, C2H11N2O in total. Source: the OMol25 dataset; level of theory: ωB97M-V/def2-TZVPD.

## Properties
Kohn-Sham gap: 11.36 eV
M: 79.123 g/mol
Lowest unoccupied orbital energy: -0.118 Eh
Net charge: +1

```
16
C2H11N2O | the OMol25 dataset | ωB97M-V/def2-TZVPD
C -0.027 0.785 -1.490
N -0.624 -0.554 -1.941
C -0.457 1.282 -0.116
N -0.509 -0.007 0.662
H 1.016 0.594 -1.347
H -0.136 1.723 -2.232
H 0.026 -1.102 -2.559
H -1.453 -0.451 -2.635
H 0.254 1.870 0.305
H -1.346 1.939 -0.069
H -1.321 -0.120 1.240
H 0.355 -0.121 1.291
H -0.537 -0.809 -0.020
H 2.278 -1.489 3.277
H 0.863 -1.956 3.073
O 1.620 -1.584 2.559
```



--- x ---
A cluster of 2 separate species, C2H11N2O in total. Source: the OMol25 dataset; level of theory: ωB97M-V/def2-TZVPD.

## Properties
Kohn-Sham gap: 11.74 eV
M: 79.123 g/mol
Lowest unoccupied orbital energy: -0.119 Eh
Net charge: +1

```
16
C2H11N2O | the OMol25 dataset | ωB97M-V/def2-TZVPD
C -2.097 -1.199 1.366
N -1.166 -1.128 0.167
H -2.594 -2.038 1.417
H -1.466 -1.092 2.278
H -2.822 -0.250 1.295
H -1.728 -1.337 -0.679
H -0.690 -2.051 0.215
H -0.032 0.082 -0.292
N 0.677 0.472 -0.992
C 1.950 1.055 -0.328
O 2.382 2.170 -1.030
H 0.064 1.060 -1.607
H 0.956 -0.245 -1.545
H 1.668 1.277 0.771
H 2.723 0.266 -0.426
H 2.177 2.958 -0.609
```



Relative calculated energies, zero for the most stable structure, unit hartree: w 0.0000; x 0.0231.



--- w ---
A cluster of 2 separate species, C2H11N2O in total. Source: the OMol25 dataset; level of theory: ωB97M-V/def2-TZVPD.

## Properties
Kohn-Sham gap: 10.79 eV
M: 79.123 g/mol
Lowest unoccupied orbital energy: -0.121 Eh
Net charge: +1

```
16
C2H11N2O | the OMol25 dataset | ωB97M-V/def2-TZVPD
N -0.158 -1.083 0.463
C 0.141 0.123 -0.374
C 1.136 1.027 0.353
N 2.061 0.224 1.146
H -1.086 -1.443 0.199
H -0.173 -0.854 1.454
H 0.497 -1.845 0.322
H -0.780 0.668 -0.491
H 0.421 -0.251 -1.344
H 0.571 1.696 0.995
H 1.646 1.594 -0.429
H 2.257 0.684 2.024
H 2.960 0.108 0.696
H -3.524 -0.889 -1.417
H -3.129 0.449 -2.121
O -2.839 -0.207 -1.478
```



--- x ---
A cluster of 2 separate species, C2H11N2O in total. Source: the OMol25 dataset; level of theory: ωB97M-V/def2-TZVPD.

## Properties
Kohn-Sham gap: 10.06 eV
M: 79.123 g/mol
Lowest unoccupied orbital energy: -0.126 Eh
Net charge: +1

```
16
C2H11N2O | the OMol25 dataset | ωB97M-V/def2-TZVPD
N -0.222 0.832 1.437
C 0.594 -0.401 1.380
C 1.311 -0.304 0.017
N 0.539 -1.021 -0.931
H -1.085 0.749 0.905
H 0.140 1.662 1.159
H -0.428 0.754 2.399
H -0.097 -1.206 1.483
H 1.380 -0.122 2.217
H 2.343 -0.752 -0.005
H 1.362 0.797 -0.291
H 1.231 -1.567 -1.509
H 0.027 -0.498 -1.678
H -2.686 1.088 -2.083
H -2.393 -0.425 -2.461
O -2.017 0.416 -2.040
```



Relative calculated energies, zero for the most stable structure, unit hartree: w 0.0000; x 0.0542.



--- w ---
The ion CH7N4 with charge +1. Source: the OMol25 dataset; level of theory: ωB97M-V/def2-TZVPD.

## Properties
Kohn-Sham gap: 10.48 eV
M: 75.095 g/mol
Lowest unoccupied orbital energy: -0.188 Eh
Structure (SMILES): CN=[N+](N)N
Net charge: +1

```
12
CH7N4 | the OMol25 dataset | ωB97M-V/def2-TZVPD
C 0.776 -1.001 -1.220
N -0.478 -0.668 -0.626
N -0.489 0.235 0.218
N -1.602 0.382 0.918
N 0.725 1.042 0.464
H 0.484 -1.572 -2.046
H 1.434 -1.580 -0.591
H 1.360 -0.132 -1.363
H -2.285 -0.410 0.788
H -1.980 1.274 1.312
H 1.515 0.606 1.051
H 0.541 1.823 1.096
```



--- x ---
The ion CH7N4 with charge +1. Source: the OMol25 dataset; level of theory: ωB97M-V/def2-TZVPD.

## Properties
Kohn-Sham gap: 9.75 eV
M: 75.095 g/mol
Lowest unoccupied orbital energy: -0.134 Eh
Structure (SMILES): N/N=N/C[NH3+]
Net charge: +1

```
12
CH7N4 | the OMol25 dataset | ωB97M-V/def2-TZVPD
N 2.856 -0.047 0.279
N 1.739 -0.368 -0.308
N 0.648 0.124 0.077
C -0.547 -0.520 -0.414
N -1.689 0.239 0.303
H 3.166 0.526 1.137
H 3.696 -0.402 -0.223
H -0.614 -0.270 -1.533
H -0.510 -1.607 -0.374
H -1.788 1.092 -0.241
H -1.403 0.521 1.214
H -2.682 -0.221 0.226
```



Relative calculated energies, zero for the most stable structure, unit hartree: w 0.0539; x 0.0000.



--- w ---
The molecule C4H6ClN. Source: the OMol25 dataset; level of theory: ωB97M-V/def2-TZVPD.

## Properties
Kohn-Sham gap: 10.75 eV
M: 103.552 g/mol
Lowest unoccupied orbital energy: 0.032 Eh
Structure (SMILES): C#C[C@@H](Cl)CN

```
12
C4H6ClN | the OMol25 dataset | ωB97M-V/def2-TZVPD
C -0.667 -1.393 1.669
C 0.129 -0.565 1.246
C 0.717 0.542 0.432
Cl 2.426 0.601 0.931
C 0.407 0.225 -0.979
N -0.933 0.225 -1.339
H -1.364 -2.134 2.060
H 0.264 1.468 0.710
H 0.797 -0.819 -1.178
H 0.879 1.025 -1.641
H -1.243 1.186 -1.208
H -1.412 -0.362 -0.702
```



--- x ---
A cluster of 2 separate species, C4H6ClN in total. Source: the OMol25 dataset; level of theory: ωB97M-V/def2-TZVPD.

## Properties
Kohn-Sham gap: 10.25 eV
M: 103.552 g/mol
Lowest unoccupied orbital energy: 0.033 Eh
Structure (SMILES): C/C=C/Cl.C#N

```
12
C4H6ClN | the OMol25 dataset | ωB97M-V/def2-TZVPD
C -0.065 -0.690 -1.375
C 0.732 0.361 -0.589
C 1.074 0.001 0.644
Cl 1.958 1.014 1.704
H -0.970 -0.424 -1.794
H -0.191 -1.602 -0.954
H 0.528 -0.889 -2.406
H 1.048 1.388 -0.908
H 0.786 -0.800 1.156
C -1.614 0.568 1.515
N -1.975 -0.480 1.293
H -1.313 1.554 1.716
```



--- y ---
The molecule C4H6ClN. Source: the OMol25 dataset; level of theory: ωB97M-V/def2-TZVPD.

## Properties
Kohn-Sham gap: 9.37 eV
M: 103.552 g/mol
Lowest unoccupied orbital energy: 0.027 Eh
Structure (SMILES): Cl/C=C\[C@H]1CN1

```
12
C4H6ClN | the OMol25 dataset | ωB97M-V/def2-TZVPD
Cl 2.940 -0.777 -0.223
C 1.935 0.547 0.078
C 0.564 0.798 -0.240
C -0.222 -0.397 -0.201
C -1.442 -0.753 0.506
N -1.550 -0.500 -0.916
H 2.400 1.611 0.371
H 0.461 2.025 -0.064
H 0.623 -1.201 -0.423
H -2.009 0.093 1.000
H -1.652 -1.872 1.017
H -2.048 0.425 -0.904
```



Relative calculated energies, zero for the most stable structure, unit hartree: w 0.0086; x 0.0000; y 0.0824.



--- w ---
A structure of composition C4H4Br2. Source: the OMol25 dataset; level of theory: ωB97M-V/def2-TZVPD.

## Properties
Kohn-Sham gap: 9.05 eV
M: 211.884 g/mol
Lowest unoccupied orbital energy: -0.006 Eh

```
10
C4H4Br2 | the OMol25 dataset | ωB97M-V/def2-TZVPD
C -0.422 -0.629 0.695
C 0.465 -0.626 -0.303
C -0.545 0.871 0.656
C 0.587 0.792 -0.395
Br -2.148 1.657 -0.056
Br 2.307 1.623 -0.036
H -0.934 -1.439 1.134
H 1.170 -1.396 -0.554
H -0.335 1.470 1.513
H -0.197 1.825 -1.622
```



--- x ---
The molecule C4H4Br2. Source: the OMol25 dataset; level of theory: ωB97M-V/def2-TZVPD.

## Properties
Kohn-Sham gap: 9.53 eV
M: 211.884 g/mol
Lowest unoccupied orbital energy: 0.019 Eh
Structure (SMILES): Br/C=C\C=C\Br

```
10
C4H4Br2 | the OMol25 dataset | ωB97M-V/def2-TZVPD
Br -0.644 -2.557 -0.222
C -0.934 -1.032 -1.164
C -0.521 0.141 -0.755
C 0.175 0.199 0.582
C 1.204 1.030 0.940
Br 1.810 1.376 2.688
H -1.496 -1.241 -2.005
H -0.873 0.885 -1.433
H -0.384 -0.389 1.238
H 1.663 1.587 0.131
```



Relative calculated energies, zero for the most stable structure, unit hartree: w 0.1007; x 0.0000.



--- w ---
The molecule FIO3S. Source: the OMol25 dataset; level of theory: ωB97M-V/def2-TZVPD.

## Properties
Kohn-Sham gap: 9.17 eV
M: 225.966 g/mol
Lowest unoccupied orbital energy: -0.053 Eh

```
6
FIO3S | the OMol25 dataset | ωB97M-V/def2-TZVPD
O 0.600 1.440 0.023
O 0.592 -0.666 1.283
O -0.821 -0.428 -0.718
F 1.470 -0.592 -0.978
S 0.457 0.044 0.078
I -2.299 0.201 0.313
```



--- x ---
A structure of composition FIO3S. Source: the OMol25 dataset; level of theory: ωB97M-V/def2-TZVPD.

## Properties
Kohn-Sham gap: 8.93 eV
M: 225.966 g/mol
Lowest unoccupied orbital energy: -0.068 Eh

```
6
FIO3S | the OMol25 dataset | ωB97M-V/def2-TZVPD
O 0.762 -0.782 -0.091
O -1.466 -0.710 -0.832
O -1.048 0.166 1.446
F -0.107 1.319 -0.456
S -0.596 -0.101 0.125
I 2.456 0.107 -0.191
```



Relative calculated energies, zero for the most stable structure, unit hartree: w 0.0000; x 0.0023.